# 1
This record from the Open Molecules 2025 dataset describes a molecular structure, C22H40F6N7O5S2Zr. The level of theory is wB97M-V/def2-TZVPD.

Its charge is +3. As for the HOMO energy: -16.245 eV. The energy above the lowest of the compared OMol25 structures with the same formula, charge and spin comes out at 1.5375 eV.

Last column: Mulliken charge in e.
Geometry (Å):
Zr  -0.0078  0.9527  -0.9958  0.831
C  2.2122  -0.7671  -3.6615  -0.683
C  2.3230  -1.6413  -2.4666  -0.762
N  1.2228  -1.3455  -1.5160  0.243
C  1.5595  -1.8591  -0.1619  -0.118
C  2.3033  -0.7455  0.5303  -1.056
N  1.2857  0.2396  0.9630  1.342
C  1.7787  1.2835  1.9119  -0.691
C  2.7910  2.2777  1.2812  -1.518
C  2.5290  2.5111  -0.1978  0.677
N  1.1708  2.9696  -0.5185  -0.252
C  1.2229  3.8569  -1.7957  -1.080
C  1.9682  3.0087  -2.8789  -0.989
N  1.3585  1.6026  -2.8411  0.029
C  2.5702  0.7594  -3.3958  -1.079
H  1.2735  -0.6984  -4.1659  0.051
H  2.9751  -1.1243  -4.3772  0.479
H  3.2875  -1.5898  -1.9586  0.484
H  2.2597  -2.6541  -2.8654  0.375
H  0.4474  -1.9286  -1.8669  0.247
H  2.3611  -2.6350  -0.1551  0.462
H  0.6899  -2.2043  0.4503  -0.447
H  3.0194  -0.1614  -0.0341  0.589
H  2.8701  -1.2135  1.3453  0.476
H  0.5850  -0.2793  1.4963  -0.134
H  2.1142  0.8167  2.8169  0.652
H  0.9534  2.0225  2.3020  0.363
H  3.8093  1.9393  1.4243  0.415
H  2.7501  3.2492  1.8147  0.394
H  2.7288  1.6255  -0.8246  -0.661
H  3.3437  3.1903  -0.4977  0.438
H  0.7979  3.6187  0.1272  0.480
H  1.7212  4.7377  -1.4600  0.588
H  0.2868  4.1696  -2.1311  0.486
H  2.9908  2.7793  -2.5438  0.504
H  2.0460  3.3380  -3.9078  0.541
H  0.7029  1.5617  -3.6117  0.303
H  3.2915  0.8652  -2.5959  0.474
H  2.8877  1.2576  -4.3027  0.655
F  -0.7659  -1.6853  -4.4685  -0.179
C  -1.8923  -1.0661  -4.6992  0.683
F  -2.7572  -1.8628  -5.2028  -0.162
F  -1.7749  -0.0671  -5.5441  -0.199
S  -2.3250  -0.2736  -3.1051  0.832
O  -0.8962  0.2538  -2.7663  -0.528
O  -3.2931  0.7406  -3.3097  -0.624
N  -2.6536  -1.5027  -2.2174  -0.408
S  -2.6074  -1.1444  -0.7020  0.956
O  -3.6418  -0.3186  -0.2161  -0.568
O  -1.2569  -0.6351  -0.3408  -0.030
C  -2.5730  -2.7585  0.1751  0.665
F  -1.4145  -3.4543  0.0000  -0.188
F  -2.7459  -2.3825  1.4098  -0.103
F  -3.5963  -3.4458  -0.3748  -0.195
N  -1.0131  1.7316  1.0544  0.219
C  -2.2502  2.5452  0.9089  -0.699
C  -2.1888  3.4733  -0.3220  -0.816
N  -1.7549  2.5419  -1.4639  -0.615
H  -1.1585  1.0179  1.8048  -0.141
H  -0.3021  2.3422  1.4713  0.024
H  -2.3131  3.1474  1.8069  0.530
H  -3.1320  1.9306  0.7934  0.476
H  -1.5037  4.3135  -0.2981  0.319
H  -3.1610  3.9049  -0.5413  0.505
H  -1.6044  3.1039  -2.3345  0.310
H  -2.5816  1.9286  -1.6135  0.386
C  -1.6862  -0.1492  5.0653  -1.641
C  -0.9814  -0.9506  4.0401  0.148
O  -0.4786  -0.3566  3.0552  -0.549
C  -0.8940  -2.4096  4.1164  0.544
C  -1.8135  -3.2044  4.8766  -0.514
C  -1.8494  -4.6050  4.6864  -0.805
C  -0.9343  -5.2181  3.8176  -0.367
C  -0.0845  -4.4441  3.0609  -0.921
C  -0.1095  -3.0566  3.1942  0.293
H  -1.3133  0.8470  4.9812  0.399
H  -1.6117  -0.4858  6.0933  0.428
H  -2.7676  -0.1895  4.7760  0.347
H  -2.5382  -2.7836  5.5442  0.451
H  -2.4933  -5.2362  5.3301  0.403
H  -1.0123  -6.3090  3.6167  0.380
H  0.5785  -5.0318  2.4768  0.429
H  0.6658  -2.5812  2.6290  0.419



# 2
This record from the Open Molecules 2025 dataset describes 4 unconnected molecules or ions with the total composition C22H40FIN7O. The level of theory is wB97M-V/def2-TZVPD.

Its charge is +1. As for the HOMO energy: -10.988 eV.

Last column: Mulliken charge in e.
Geometry (Å):
C  -3.2631  5.9582  0.2838  -0.650
O  -4.4436  5.2705  0.6432  -0.398
C  -4.3915  4.6301  1.8972  -1.022
C  -3.5272  3.3795  1.8866  0.247
C  -4.0445  2.3262  0.8950  -0.559
C  -3.8377  0.8895  1.3715  -0.954
C  -2.3665  0.5176  1.5270  0.114
C  -2.1576  -0.9442  1.9044  -1.189
C  -0.6856  -1.3848  1.8934  0.154
C  -0.5577  -2.8740  1.5216  -1.635
C  -0.6874  -3.0952  0.0078  0.129
C  0.6209  -3.1757  -0.7890  -1.189
N  1.2575  -1.9042  -1.1854  0.395
C  1.0406  -1.3638  -2.5375  -0.978
C  -0.4407  -1.2346  -2.9136  0.146
C  -0.7922  0.1998  -3.2930  -1.460
I  -2.8430  0.3697  -3.8158  0.041
C  2.1235  -1.3173  -0.3904  0.809
N  2.8470  -0.2091  -0.6840  -0.567
C  3.5989  0.0189  0.3642  -0.373
N  3.3749  -0.8820  1.2924  0.199
F  3.8933  -1.0341  2.5019  -0.227
N  2.4357  -1.7617  0.8536  0.162
H  -2.6638  6.2209  1.1579  0.329
H  -2.6496  5.3550  -0.3930  0.196
H  -3.5435  6.8744  -0.2340  0.269
H  -4.0445  5.3262  2.6703  0.426
H  -5.4184  4.3569  2.1465  0.449
H  -3.5466  2.9582  2.8966  0.474
H  -2.4992  3.6565  1.6513  -0.428
H  -5.1130  2.4911  0.7424  0.363
H  -3.5714  2.4470  -0.0824  0.244
H  -4.3476  0.7491  2.3269  0.331
H  -4.2734  0.2143  0.6310  0.403
H  -1.8916  1.1480  2.2857  0.222
H  -1.8556  0.7127  0.5743  0.053
H  -2.5563  -1.1132  2.9071  0.431
H  -2.7313  -1.5748  1.2204  0.381
H  -0.2360  -1.1898  2.8683  0.616
H  -0.1753  -0.7822  1.1361  -0.232
H  0.3487  -3.3443  1.9220  0.588
H  -1.3792  -3.3990  2.0109  0.479
H  -1.3304  -2.3093  -0.3787  0.045
H  -1.2131  -4.0314  -0.1836  0.320
H  1.3618  -3.7455  -0.2193  0.683
H  0.4670  -3.7374  -1.7094  0.092
H  1.5394  -2.0320  -3.2427  0.121
H  1.5393  -0.4023  -2.6093  0.628
H  -0.6818  -1.8894  -3.7462  0.392
H  -1.0761  -1.5196  -2.0848  -0.002
H  -0.6016  0.8923  -2.4767  0.502
H  -0.2314  0.5252  -4.1655  0.566
H  4.3025  0.8292  0.4691  0.529
H  2.0960  -2.5289  1.4147  0.265
C  0.9102  3.0603  1.3529  -0.198
C  0.2200  4.2173  1.9019  0.135
N  -0.3471  5.1127  2.3325  -0.377
H  1.2059  3.2605  0.3236  0.317
H  1.7968  2.8507  1.9513  0.319
H  0.2449  2.1962  1.3734  -0.147
C  1.8451  -4.9451  -5.4314  -0.935
C  0.6783  -4.6607  -4.6072  0.461
N  -0.2739  -4.4589  -4.0011  -0.417
H  2.0194  -6.0187  -5.4620  0.324
H  1.6748  -4.5844  -6.4438  0.298
H  2.7255  -4.4538  -5.0210  0.284
C  7.3079  -1.0335  1.4426  -0.483
C  8.5816  -0.3365  1.5454  0.161
N  9.5780  0.2192  1.6300  -0.298
H  7.0137  -1.1056  0.3956  0.233
H  7.3954  -2.0366  1.8561  0.317
H  6.5508  -0.4860  2.0025  0.079



# 3
This record from the Open Molecules 2025 dataset describes a gas-phase ion, C22H40N (charge +1). The level of theory is wB97M-V/def2-TZVPD.

The SMILES is CCCCCCCCCCCCC[N+](C)(C)Cc1ccccc1. Its charge is +1. As for the HOMO energy: -12.519 eV. The energy above the lowest of the compared OMol25 structures with the same formula, charge and spin comes out at 0.1300 eV.

Last column: Mulliken charge in e.
Geometry (Å):
C  -4.9908  -0.6018  -3.1130  -1.150
H  -5.5832  -1.3555  -2.5989  0.364
C  -5.1245  0.7460  -2.4134  -0.460
C  -4.4021  1.8792  -3.1431  -0.715
C  -2.8817  1.7312  -3.1405  -0.160
C  -2.1992  2.9518  -3.7548  -0.761
C  -0.6918  2.7771  -3.9480  -1.098
C  0.0954  2.5126  -2.6632  -0.392
C  0.0110  3.6640  -1.6625  -0.501
C  0.9553  3.4977  -0.4713  -1.093
C  0.5308  2.3722  0.4721  0.085
C  1.5000  2.2383  1.6454  -1.173
H  1.6366  3.2210  2.0993  0.418
H  2.4741  1.9113  1.2763  0.361
C  1.0176  1.2793  2.7411  -0.402
C  0.8709  -0.1354  2.1851  -0.784
H  1.7668  -0.3889  1.6144  0.375
H  0.0163  -0.1536  1.5074  0.335
N  0.6610  -1.2218  3.1879  0.141
C  1.8671  -1.4104  4.0112  -1.017
H  2.7168  -1.6518  3.3753  0.467
H  1.7102  -2.2235  4.7176  0.385
H  2.0893  -0.5061  4.5721  0.410
C  -0.4801  -0.9027  4.0637  -0.966
H  -0.2530  -0.0351  4.6787  0.387
H  -0.6951  -1.7444  4.7200  0.431
H  -1.3649  -0.6908  3.4663  0.377
C  0.3470  -2.5029  2.4602  -0.925
C  1.4130  -2.9514  1.4943  0.587
C  1.3679  -2.5612  0.1590  -0.290
C  2.3381  -2.9889  -0.7299  -0.730
C  3.3606  -3.8167  -0.2972  -0.493
C  3.4022  -4.2270  1.0248  -0.695
C  2.4329  -3.7995  1.9154  -0.288
H  2.4618  -4.1481  2.9376  0.439
H  4.1844  -4.8879  1.3633  0.404
H  4.1141  -4.1532  -0.9913  0.405
H  2.2892  -2.6819  -1.7627  0.419
H  0.5616  -1.9366  -0.1969  0.447
H  -0.5930  -2.3523  1.9249  0.517
H  0.1933  -3.2758  3.2164  0.536
H  0.0627  1.6442  3.1214  0.426
H  1.7466  1.3080  3.5514  0.320
H  0.4944  1.4375  -0.0889  0.022
H  -0.4723  2.5855  0.8491  0.303
H  1.9660  3.3008  -0.8352  0.374
H  0.9832  4.4335  0.0907  0.406
H  -1.0111  3.7623  -1.2937  0.283
H  0.2669  4.5903  -2.1798  0.364
H  1.1440  2.3588  -2.9316  0.453
H  -0.2655  1.5892  -2.2074  0.050
H  -0.2962  3.6777  -4.4224  0.372
H  -0.5213  1.9435  -4.6338  0.386
H  -2.3953  3.8292  -3.1361  0.293
H  -2.6438  3.1424  -4.7341  0.469
H  -2.5964  0.8437  -3.7081  0.248
H  -2.5441  1.5973  -2.1097  0.165
H  -4.7584  1.9254  -4.1739  0.313
H  -4.6621  2.8260  -2.6630  0.372
H  -6.1843  0.9997  -2.3426  0.341
H  -4.7375  0.6679  -1.3933  0.273
H  -5.3450  -0.5314  -4.1384  0.289
H  -3.9563  -0.9366  -3.1298  0.278



| no. | largest force on an atom (eV/Å) |
| --- | --- |
| 1 | 3.628 |
| 2 | 0.719 |
| 3 | 0.982 |